No. 1
{
  "formula": "C48H96O24",
  "method": "the ωB97M-V functional and the def2-TZVPD basis",
  "elements": ["O", "C", "O", "C", "C", "C", "H", "H", "H", "H", "H", "H", "H", "H", "O", "C", "O", "C", "C", "C", "H", "H", "H", "H", "H", "H", "H", "H", "O", "C", "O", "C", "C", "C", "H", "H", "H", "H", "H", "H", "H", "H", "O", "C", "O", "C", "C", "C", "H", "H", "H", "H", "H", "H", "H", "H", "O", "C", "O", "C", "C", "C", "H", "H", "H", "H", "H", "H", "H", "H", "O", "C", "O", "C", "C", "C", "H", "H", "H", "H", "H", "H", "H", "H", "O", "C", "O", "C", "C", "C", "H", "H", "H", "H", "H", "H", "H", "H", "O", "C", "O", "C", "C", "C", "H", "H", "H", "H", "H", "H", "H", "H", "O", "C", "O", "C", "C", "C", "H", "H", "H", "H", "H", "H", "H", "H", "O", "C", "O", "C", "C", "C", "H", "H", "H", "H", "H", "H", "H", "H", "O", "C", "O", "C", "C", "C", "H", "H", "H", "H", "H", "H", "H", "H", "O", "C", "O", "C", "C", "C", "H", "H", "H", "H", "H", "H", "H", "H"],
  "positions_angstrom": [[-2.98102, 3.89769, 3.24412], [-3.95069, 3.79687, 3.98395], [-3.87335, 3.67204, 5.30747], [-2.61537, 4.02217, 5.92719], [-2.31392, 5.50291, 6.06719], [-5.38533, 3.67108, 3.45846], [-1.77916, 3.54024, 5.43032], [-2.68961, 3.62347, 6.89981], [-3.07187, 6.01597, 6.68122], [-2.14576, 5.95678, 5.09644], [-1.45256, 5.54369, 6.64777], [-5.71262, 4.67936, 3.09433], [-6.12604, 3.30591, 4.17981], [-5.47739, 3.10365, 2.52872], [6.20670, -0.82433, -1.04657], [5.56068, -1.81029, -1.36361], [5.58087, -2.31082, -2.58592], [6.27918, -1.43685, -3.50766], [6.31269, -2.11342, -4.83711], [4.98612, -2.75328, -0.39651], [7.31144, -1.31003, -3.20914], [5.83486, -0.45258, -3.52087], [5.33600, -2.52088, -5.07188], [7.01791, -2.91251, -4.87056], [6.62782, -1.44494, -5.63721], [4.47629, -3.52251, -0.91639], [4.30625, -2.15302, 0.24461], [5.75457, -3.16338, 0.29072], [-3.28577, 6.59560, -1.55702], [-3.68670, 5.76450, -0.79590], [-3.52729, 5.94177, 0.50565], [-2.70881, 7.07578, 0.83666], [-2.52214, 7.09757, 2.29664], [-4.32081, 4.48146, -1.15054], [-3.19143, 8.00428, 0.47519], [-1.73511, 6.97826, 0.39223], [-2.36388, 6.04911, 2.53808], [-3.40875, 7.50395, 2.78073], [-1.64250, 7.68104, 2.48241], [-3.67095, 3.65484, -0.84055], [-4.49204, 4.44674, -2.25467], [-5.28604, 4.37618, -0.64348], [-5.72369, -2.51387, -4.93384], [-5.12695, -3.53630, -5.30261], [-3.95217, -3.45059, -5.87997], [-3.45554, -2.13236, -6.03398], [-2.81695, -1.61443, -4.76196], [-5.69230, -4.91404, -4.94794], [-4.22843, -1.50343, -6.50331], [-2.63239, -2.32991, -6.78066], [-3.60967, -1.38298, -4.08277], [-2.25667, -0.71352, -5.01444], [-2.13387, -2.35621, -4.37416], [-6.48375, -4.70206, -4.21778], [-4.87549, -5.56530, -4.53170], [-5.98085, -5.55438, -5.78653], [0.97592, -3.18123, -0.39014], [1.58300, -3.57902, 0.56749], [1.47491, -2.92278, 1.75120], [0.73744, -1.72621, 1.78425], [0.99487, -1.00799, 3.14700], [2.44580, -4.78879, 0.52559], [-0.27566, -1.96842, 1.58417], [1.03641, -1.09964, 0.97202], [2.03739, -1.16923, 3.53581], [0.37528, -1.52370, 3.87074], [0.64577, 0.02791, 3.03251], [1.87353, -5.50525, 1.14362], [3.40290, -4.62709, 0.93323], [2.61893, -5.15733, -0.53311], [3.24888, 1.02594, 6.27722], [2.29026, 1.61431, 5.70366], [1.09402, 1.73008, 6.29870], [0.64767, 0.87606, 7.38183], [-0.90706, 0.84820, 7.40925], [2.49380, 2.40554, 4.44941], [1.07305, 1.29733, 8.30790], [0.96587, -0.14003, 7.18484], [-1.30591, 1.77744, 7.81614], [-1.21841, -0.03781, 8.02602], [-1.25302, 0.61712, 6.39609], [2.20372, 3.46130, 4.57181], [1.87223, 2.05098, 3.61199], [3.48424, 2.37077, 4.07943], [-0.80208, 2.92876, -0.78778], [-0.26176, 2.38322, 0.15364], [0.56128, 1.33225, -0.04554], [0.60123, 0.90685, -1.39836], [-0.44831, -0.09561, -1.85609], [-0.45069, 2.78482, 1.58387], [1.53986, 0.34152, -1.50834], [0.61373, 1.83264, -1.96080], [-0.43451, -0.14563, -2.93463], [-1.43093, 0.34047, -1.60146], [-0.35992, -1.02941, -1.38534], [-0.30209, 3.87717, 1.54654], [0.30082, 2.43916, 2.25428], [-1.46348, 2.52281, 1.87937], [3.26505, -4.38307, -2.78960], [3.02185, -4.08931, -3.95147], [2.93406, -4.82794, -5.02626], [3.09142, -6.25521, -4.91515], [4.54670, -6.67834, -5.02964], [2.72731, -2.66350, -4.21787], [2.51545, -6.69618, -5.79333], [2.56535, -6.64351, -4.06342], [5.05341, -6.39819, -5.94839], [4.63249, -7.73676, -5.07413], [5.22062, -6.39039, -4.21791], [1.62639, -2.46204, -4.17120], [3.04278, -2.34080, -5.22251], [3.17480, -1.99809, -3.49908], [3.64303, -0.26474, 1.72518], [4.62748, 0.27652, 2.16595], [5.20961, 1.31395, 1.47743], [4.60768, 1.71062, 0.25782], [3.55558, 2.75755, 0.40362], [5.25312, 0.02920, 3.51721], [4.20531, 0.84417, -0.21224], [5.45346, 2.11828, -0.31058], [3.43875, 3.23470, -0.64737], [3.86611, 3.54341, 1.13097], [2.63027, 2.26104, 0.70684], [5.29286, 1.00264, 4.15904], [6.27665, -0.35030, 3.46498], [4.65358, -0.71716, 4.01514], [0.98387, 1.34268, -4.39747], [1.82640, 2.13876, -4.86028], [1.68857, 3.47357, -4.83092], [0.60245, 4.06312, -4.07150], [1.20647, 4.74047, -2.89940], [3.10717, 1.68977, -5.49615], [-0.18676, 3.40870, -3.73669], [0.18239, 4.77680, -4.79845], [1.71943, 4.01663, -2.25831], [0.40067, 5.11036, -2.34149], [1.90676, 5.51059, -3.20482], [3.28657, 2.13463, -6.42815], [3.16659, 0.61170, -5.53907], [3.88946, 2.01878, -4.81450], [-2.26489, -3.40498, 2.63273], [-3.20223, -3.97060, 2.10114], [-2.99893, -4.72748, 0.99662], [-1.70269, -4.56085, 0.38873], [-1.48734, -5.49287, -0.74535], [-4.72562, -4.04265, 2.51630], [-0.89254, -4.60248, 1.08951], [-1.75359, -3.53162, -0.05575], [-1.97416, -5.09865, -1.65052], [-1.76475, -6.54770, -0.47982], [-0.40369, -5.44743, -0.96253], [-5.09141, -5.03037, 2.16531], [-5.32653, -3.29355, 1.94554], [-4.85120, -3.82660, 3.54250], [-5.41180, -0.93774, 2.18863], [-4.29608, -0.65265, 2.50584], [-3.42238, -0.02446, 1.70527], [-3.85227, 0.46141, 0.40798], [-3.96180, -0.72149, -0.56920], [-3.64644, -0.91650, 3.85361], [-3.06479, 1.19801, 0.07907], [-4.84816, 0.79553, 0.57775], [-3.11062, -1.39131, -0.46859], [-4.03392, -0.38561, -1.62471], [-4.84602, -1.32003, -0.35859], [-4.36202, -0.97432, 4.64730], [-3.01981, -0.01560, 4.03135], [-3.08027, -1.84265, 3.87254]],
  "mulliken_charge": [-0.377, 0.747, -0.423, -0.021, -1.234, -0.991, 0.142, 0.426, 0.311, 0.198, 0.474, 0.276, 0.331, 0.199, -0.661, 0.358, -0.222, -0.222, -1.127, 0.516, 0.373, 0.279, 0.142, 0.350, 0.386, -0.093, -0.206, 0.233, -0.611, 0.620, -0.144, -0.364, -0.624, -0.431, 0.303, 0.291, -0.163, 0.317, 0.397, -0.254, 0.326, 0.339, -0.598, 0.836, -0.380, -0.460, -0.633, -0.982, 0.350, 0.275, 0.214, 0.258, 0.294, 0.297, 0.259, 0.301, -0.293, 0.927, -0.509, 0.578, -1.065, -1.390, 0.634, -0.296, 0.117, 0.658, -0.178, 0.403, 0.446, 0.012, -0.647, 0.580, -0.174, -0.354, -0.640, -0.312, 0.302, 0.323, 0.175, 0.410, 0.011, 0.479, -0.428, 0.176, -0.723, 0.129, 0.820, -0.183, -0.156, 0.549, 0.173, 0.173, 0.432, -0.237, -0.276, 0.467, -1.032, -0.110, -0.590, 0.518, -0.340, -0.197, -1.182, -0.874, 0.268, 0.319, 0.330, 0.435, 0.289, 0.431, 0.370, 0.073, -0.404, 0.893, -0.389, -0.284, -0.190, -1.307, 0.061, 0.423, 0.142, 0.376, -0.315, 0.281, 0.411, 0.304, -0.556, 0.882, -0.395, -0.271, -0.502, -1.161, 0.231, 0.380, -0.157, 0.180, 0.447, 0.407, 0.214, 0.319, -0.592, 0.867, -0.422, 0.605, -1.062, -1.232, 0.312, -0.267, 0.258, 0.354, 0.145, 0.391, 0.236, 0.370, -0.638, 0.626, 0.189, 0.468, -1.019, -0.769, -0.571, 0.509, -0.111, 0.333, 0.518, 0.456, -0.054, 0.062],
  "lumo_energy_ev": 0.5357,
  "smiles": "CCOC(C)=O.CCOC(C)=O.CCOC(C)=O.CCOC(C)=O.CCOC(C)=O.CCOC(C)=O.CCOC(C)=O.CCOC(C)=O.CCOC(C)=O.CCOC(C)=O.CCOC(C)=O.CCOC(C)=O",
  "gap_ev": 10.45,
  "homo_energy_ha": -0.364
}


No. 2
{
  "formula": "C36H55BrIrN10O3S",
  "method": "the ωB97M-V functional and the def2-TZVPD basis",
  "elements": ["Ir", "Br", "C", "C", "C", "C", "C", "N", "C", "O", "O", "H", "H", "H", "C", "C", "N", "C", "C", "N", "C", "C", "H", "H", "H", "H", "H", "H", "H", "H", "H", "H", "H", "H", "C", "C", "N", "C", "N", "C", "C", "C", "N", "C", "H", "H", "H", "H", "H", "H", "H", "H", "H", "H", "H", "H", "H", "C", "C", "N", "C", "C", "N", "C", "C", "H", "H", "H", "H", "H", "H", "H", "H", "H", "H", "H", "H", "H", "C", "C", "C", "N", "C", "S", "N", "C", "O", "C", "C", "C", "C", "C", "C", "H", "H", "H", "H", "H", "H", "H", "H", "H", "H", "H", "H", "H", "H"],
  "positions_angstrom": [[-0.39963, -0.06212, -2.25694], [1.03168, -0.38776, 1.32155], [0.30128, -1.78882, 0.29603], [0.10347, -2.99698, 0.94710], [-0.20994, -4.12815, 0.21545], [-0.24467, -4.03640, -1.16849], [-0.08495, -2.79855, -1.74321], [0.10913, -1.65472, -1.02542], [-0.03803, -2.67820, -3.25152], [0.06677, -3.63826, -3.94996], [-0.07131, -1.42035, -3.70544], [0.23095, -3.04052, 2.01864], [-0.37437, -5.07432, 0.71370], [-0.38499, -4.89297, -1.81358], [4.04481, -2.12258, 7.19956], [3.87388, -0.91550, 8.28122], [5.12875, -0.24180, 8.31837], [5.42790, 0.42047, 7.09073], [5.52571, -0.74241, 5.95412], [5.34738, -1.99083, 6.62851], [6.37602, -2.21811, 7.59537], [6.18837, -1.08668, 8.76104], [3.27401, -2.02744, 6.43856], [3.95121, -3.07770, 7.71011], [3.62536, -1.33549, 9.25253], [3.09025, -0.23733, 7.95304], [6.38520, 0.93036, 7.16371], [4.64526, 1.12901, 6.83090], [6.51735, -0.69894, 5.50889], [4.78275, -0.60064, 5.16690], [7.35755, -2.10506, 7.14268], [6.28071, -3.20311, 8.04514], [7.11646, -0.53174, 8.87172], [5.92437, -1.57206, 9.69694], [4.82563, -1.25551, -2.25838], [3.81569, -1.46117, -3.36352], [2.57567, -0.77582, -2.98693], [2.53102, 0.36776, -2.29102], [1.32987, 0.98522, -2.09679], [1.32772, 2.20450, -1.28187], [2.55588, 3.04044, -1.57794], [3.77427, 2.22413, -1.23165], [3.67358, 0.89181, -1.83467], [4.97846, 0.22981, -2.02822], [5.78684, -1.68441, -2.53540], [4.48726, -1.75061, -1.34555], [3.58015, -2.51371, -3.50853], [4.19262, -1.06667, -4.31012], [1.73536, -1.04199, -3.47629], [1.29261, 1.95802, -0.21607], [0.43059, 2.77318, -1.51209], [2.52922, 3.95799, -0.99187], [2.58064, 3.32153, -2.63398], [3.89494, 2.12487, -0.15018], [4.68065, 2.68524, -1.62418], [5.56156, 0.42868, -1.12894], [5.49301, 0.70700, -2.86630], [-2.43850, 1.14154, -6.06373], [-2.10224, 0.43013, -4.73827], [-1.09292, 1.20431, -3.93823], [-1.65864, 2.53189, -3.57425], [-2.29225, 3.21589, -4.79925], [-1.81244, 2.50108, -6.02653], [-0.31947, 2.37584, -6.00774], [0.07137, 1.44159, -4.84656], [-3.51042, 1.27600, -6.19045], [-2.04914, 0.61263, -6.93138], [-1.67566, -0.54654, -4.94452], [-3.00550, 0.28192, -4.15007], [-0.84262, 3.13079, -3.17599], [-2.39701, 2.41230, -2.78519], [-2.00999, 4.26399, -4.87216], [-3.37836, 3.14782, -4.79775], [-2.09271, 3.02580, -6.85728], [0.08905, 3.37874, -5.89762], [-0.00663, 1.97701, -6.97052], [0.87419, 1.88161, -4.26289], [0.40059, 0.47031, -5.21211], [-5.29011, 0.29770, 3.17075], [-3.76944, 0.40248, 3.10850], [-3.27059, 1.34126, 2.01754], [-3.71889, 0.86494, 0.70053], [-3.01198, 0.72578, -0.38401], [-1.35334, 1.23453, -0.45726], [-3.55711, 0.20032, -1.51783], [-4.68153, -0.66808, -1.78897], [-4.49530, -1.44681, -2.68672], [-5.92852, -0.50646, -1.02510], [-6.63902, -1.65531, -0.67845], [-7.85007, -1.53323, -0.01707], [-8.36672, -0.27447, 0.26189], [-7.67724, 0.87322, -0.11572], [-6.45423, 0.76196, -0.75582], [-5.59587, -0.31594, 4.01594], [-5.71878, -0.17123, 2.27935], [-5.74886, 1.28024, 3.29453], [-3.32331, -0.58563, 2.96488], [-3.38896, 0.78600, 4.05646], [-2.18499, 1.40962, 2.00442], [-3.67574, 2.34495, 2.16177], [-4.70472, 0.61948, 0.64078], [-2.87497, 0.06481, -2.24808], [-6.24142, -2.62925, -0.93177], [-8.40154, -2.41959, 0.26452], [-9.32184, -0.18507, 0.76199], [-8.10417, 1.84885, 0.07220], [-5.93341, 1.65567, -1.08418]],
  "mulliken_charge": [1.316, -0.011, 0.291, -0.716, -0.605, -0.660, 0.535, 0.778, 0.247, -0.552, -1.196, 0.540, 0.510, 0.604, -0.414, -0.513, 0.020, -0.512, -0.410, -0.041, -0.460, -0.469, 0.282, 0.328, 0.346, 0.306, 0.319, 0.337, 0.349, 0.251, 0.304, 0.334, 0.335, 0.309, -0.655, -0.616, 0.121, 0.492, 0.111, -0.999, -0.979, -0.752, 0.133, -0.750, 0.395, 0.268, 0.408, 0.339, -0.043, 0.191, 0.444, 0.384, 0.320, 0.354, 0.493, 0.422, 0.361, -1.119, -0.056, 0.908, -0.237, -1.101, 0.030, -1.076, -0.152, 0.415, 0.290, 0.458, 0.059, 0.324, 0.175, 0.404, 0.358, 0.316, 0.376, 0.375, -0.069, 0.528, -1.061, -0.484, -0.551, 0.369, 1.192, -0.575, 0.189, 0.278, -0.522, 0.565, -0.634, -0.651, -0.596, -0.550, -0.164, 0.389, 0.210, 0.312, 0.224, 0.388, 0.365, 0.307, -0.311, -0.642, 0.502, 0.465, 0.454, 0.454, 0.349],
  "lumo_energy_ev": [-10.4294, -10.4297],
  "gap_ev": [6.44, 6.98],
  "charge": 4,
  "spin_multiplicity": 2,
  "homo_energy_ha": [-0.620, -0.640]
}


No. 3
{
  "formula": "C2H7N2P",
  "method": "the ωB97M-V functional and the def2-TZVPD basis",
  "elements": ["C", "C", "N", "N", "P", "H", "H", "H", "H", "H", "H", "H"],
  "positions_angstrom": [[-0.28021, 0.92353, -1.31393], [0.68835, -0.24053, -1.08211], [-0.87685, -0.59611, 3.08528], [1.10511, -0.48092, 0.23881], [-1.13046, -1.02525, 1.68254], [0.24911, 1.84014, -1.00229], [-0.44810, 0.88465, -2.43327], [-1.12398, 0.60378, -0.68055], [0.27309, -1.19400, -1.37918], [1.62835, -0.12146, -1.73403], [-1.24802, -1.10490, 3.89274], [1.16360, 0.51108, 0.72600]],
  "mulliken_charge": [-0.746, -0.471, -0.358, -0.586, 0.224, 0.283, 0.265, 0.195, 0.351, 0.310, 0.282, 0.250],
  "lumo_energy_ev": [-0.3298, -0.6357],
  "gap_ev": [8.55, 6.71],
  "homo_energy_ha": [-0.326, -0.270]
}


No. 4
{
  "formula": "C5H9N",
  "method": "the ωB97M-V functional and the def2-TZVPD basis",
  "elements": ["C", "C", "N", "C", "C", "C", "H", "H", "H", "H", "H", "H", "H", "H", "H"],
  "positions_angstrom": [[-0.33872, 0.51538, 0.55804], [0.86569, 1.07668, 0.93557], [1.16799, 1.99454, 1.94825], [-0.50776, 0.00172, -0.89462], [-0.43762, -1.49871, -0.84519], [-0.86038, -2.19092, -1.87928], [-1.08237, 0.04579, 1.22729], [1.70340, 1.03362, 0.20602], [2.08107, 2.23680, 2.08566], [0.54819, 2.01900, 2.72705], [0.27344, 0.34036, -1.48973], [-1.50424, 0.14493, -1.16898], [-0.39059, -2.08422, 0.05951], [-0.21348, -2.91352, -2.40915], [-1.91864, -2.20936, -2.12253]],
  "mulliken_charge": [-0.434, -0.100, -0.378, -0.458, 0.097, -0.663, 0.371, 0.247, 0.228, 0.221, 0.407, 0.393, 0.430, 0.309, 0.331],
  "lumo_energy_ev": [-6.0981, -7.0624],
  "gap_ev": [6.26, 4.95],
  "charge": 1,
  "spin_multiplicity": 2,
  "homo_energy_ha": [-0.454, -0.441]
}


These records have energy relative to the best compared isomer or geometry (same formula, charge and spin) values of 173.6; 0.0; 329.5; 404.4 kJ/mol, in the order they appear.